[1]
A structure of composition C4H6HoO3 at a distorted geometry, computed with wB97M-V/def2-TZVPD.

The geometry in XYZ format:
```
14
Properties=species:S:1:pos:R:3
H 0.10 -1.94 0.82
C 0.08 -0.94 0.36
C -1.17 -0.30 0.21
H -0.03 -0.80 -0.88
H -1.20 0.65 -0.34
O 1.21 -0.28 1.03
O 1.45 1.06 0.54
Ho 3.52 0.26 -0.31
C -2.51 0.93 2.30
C -2.16 -0.18 1.63
O -3.27 0.97 3.47
H -2.12 1.92 2.05
H -2.21 -1.15 2.13
H -3.48 0.07 3.74
```

The value obtained for the HOMO energy (alpha / beta) is -0.2525 / -0.2454 hartree. The HOMO-LUMO gap (alpha / beta) is 6.75 / 6.14 eV. The spin multiplicity is 6. The energy relative to the best compared isomer or geometry (same formula, charge and spin) comes out at 39.7 kcal per mole. The LUMO energy (alpha / beta) is -0.00427 / -0.01992 hartree.

=====

[2]
A structure of composition C4H6I2MoN2O3 at a distorted geometry, computed with wB97M-V/def2-TZVPD.

The geometry in XYZ format:
```
18
Properties=species:S:1:pos:R:3
Mo 1.34 -0.47 -0.15
N -0.30 -1.87 0.25
C -1.61 -1.29 -0.16
C -1.54 0.22 -0.16
O -2.48 0.95 -0.02
N -0.22 0.70 -0.39
C 0.00 2.07 -0.09
C 0.77 2.21 1.24
O 1.05 2.82 2.13
O 1.72 0.50 1.13
H -0.18 -2.80 -0.16
H -0.30 -2.05 1.26
H -2.41 -1.60 0.50
H -1.85 -1.63 -1.17
H -0.93 2.63 0.06
H 0.64 2.61 -0.80
I 3.05 -0.29 -2.32
I 3.25 -2.71 -1.17
```

The value obtained for the HOMO energy is -0.6064 hartree. The HOMO-LUMO gap is 6.27 eV. Its net charge is +2. The energy relative to the best compared isomer or geometry (same formula, charge and spin) comes out at 20.2 kcal per mole. The LUMO energy is -0.37601 hartree.

=====

[3]
A cluster of 2 separate species, C4H6IN in total at a distorted geometry, computed with wB97M-V/def2-TZVPD.

The geometry in XYZ format:
```
12
Properties=species:S:1:pos:R:3
C -0.45 -1.39 0.69
C 1.25 1.30 -0.09
C -0.52 -0.97 -0.58
C 0.84 -0.99 0.08
N 1.47 0.23 0.52
I -4.16 -0.01 0.25
H -0.81 -1.68 1.73
H -3.17 0.61 1.15
H 1.68 2.27 0.23
H 0.61 1.32 -0.99
H -1.16 -0.70 -1.38
H 1.51 -1.87 0.01
```

The value obtained for the HOMO energy is -0.3371 hartree. The HOMO-LUMO gap is 9.92 eV. The SMILES is C=NC1C=C1.I. The energy relative to the best compared isomer or geometry (same formula, charge and spin) comes out at 75.7 kcal per mole. The LUMO energy is 0.02737 hartree.

=====

[4]
The ion C4H6IN2 with charge +1 at a distorted geometry, computed with wB97M-V/def2-TZVPD.

The geometry in XYZ format:
```
13
Properties=species:S:1:pos:R:3
C -0.24 2.49 -1.00
C -0.70 1.25 -0.92
C 0.96 1.15 0.45
C -0.36 -1.04 0.09
N 0.01 0.42 -0.12
N 0.61 -1.84 0.89
I 2.56 0.57 1.51
H -0.49 3.59 -1.17
H -1.57 0.72 -1.45
H -0.71 -1.61 -0.78
H -1.32 -0.91 0.67
H 1.13 -2.35 0.16
H 0.13 -2.43 1.67
```

The value obtained for the HOMO energy (alpha / beta) is -0.4832 / -0.4853 hartree. The HOMO-LUMO gap (alpha / beta) is 7.11 / 7.61 eV. Its net charge is +1. The energy relative to the best compared isomer or geometry (same formula, charge and spin) comes out at 147.9 kcal per mole. The LUMO energy (alpha / beta) is -0.22187 / -0.20555 hartree.

=====

[5]
A cluster of 2 separate species, C4H6IN2O2S in total at a distorted geometry, computed with wB97M-V/def2-TZVPD.

The geometry in XYZ format:
```
16
Properties=species:S:1:pos:R:3
C -3.57 2.69 -0.13
C -1.25 1.92 0.17
C 1.05 -0.51 -0.96
C 0.47 0.30 0.19
N -2.51 2.11 -0.24
N -4.39 -0.06 1.46
O -0.52 2.77 0.65
O -0.86 0.65 -0.11
S -4.95 3.39 -0.27
I -4.92 -1.18 -0.15
H 2.08 -0.78 -0.74
H 0.46 -1.41 -1.11
H 1.02 0.08 -1.88
H 1.05 1.21 0.37
H 0.47 -0.30 1.11
H -3.39 -0.24 1.60
```

The value obtained for the HOMO energy is -0.0779 hartree. The HOMO-LUMO gap is 5.16 eV. Its net charge is -1. The energy relative to the best compared isomer or geometry (same formula, charge and spin) comes out at 0.0 kcal per mole. The LUMO energy is 0.11171 hartree.

=====

[6]
A cluster of 2 separate species, C4H6IO3 in total at a distorted geometry, computed with wB97M-V/def2-TZVPD.

The geometry in XYZ format:
```
14
Properties=species:S:1:pos:R:3
I 11.91 -10.82 -4.87
C 9.83 -10.13 -8.65
C 10.29 -8.62 -8.84
C 11.12 -8.07 -7.75
O 12.16 -7.45 -8.39
C 12.21 -7.83 -9.67
O 13.04 -7.54 -10.48
O 11.24 -8.64 -9.93
H 10.67 -10.81 -8.81
H 9.01 -10.39 -9.30
H 9.71 -10.25 -7.57
H 9.44 -7.98 -9.06
H 11.42 -8.81 -7.01
H 10.63 -7.22 -7.26
```

The value obtained for the HOMO energy (alpha / beta) is -0.3913 / -0.3813 hartree. The HOMO-LUMO gap (alpha / beta) is 11.28 / 6.57 eV. The spin multiplicity is 2. The LUMO energy (alpha / beta) is 0.02306 / -0.13966 hartree.

=====

[7]
A structure of composition C4H6InO3 at a distorted geometry, computed with wB97M-V/def2-TZVPD.

The geometry in XYZ format:
```
14
Properties=species:S:1:pos:R:3
In 8.70 2.31 28.44
C 3.13 0.89 24.14
C 3.69 0.18 25.54
C 4.30 -1.20 25.49
O 5.49 -1.12 26.18
C 5.76 0.18 26.44
O 6.66 0.59 27.06
O 4.76 0.95 25.85
H 4.01 1.08 23.51
H 2.75 1.87 24.43
H 2.44 0.19 23.64
H 2.82 0.19 26.29
H 4.60 -1.24 24.37
H 3.67 -2.07 25.76
```

The value obtained for the HOMO energy is -0.8282 hartree. The HOMO-LUMO gap is 2.66 eV. Its net charge is +3. The energy relative to the best compared isomer or geometry (same formula, charge and spin) comes out at 19.1 kcal per mole. The LUMO energy is -0.73043 hartree.

=====

[8]
A structure of composition C4H6KN2 at a distorted geometry, computed with wB97M-V/def2-TZVPD.

The geometry in XYZ format:
```
13
Properties=species:S:1:pos:R:3
K 2.27 0.01 -2.69
C 1.00 -5.13 1.80
C 1.75 -3.88 1.49
N 2.38 -2.95 1.17
H 1.47 -5.83 1.12
H -0.03 -4.84 1.60
H 1.15 -5.39 2.85
C -1.97 5.04 -1.43
C -1.11 4.00 -0.79
N -0.52 3.14 -0.29
H -2.51 5.65 -0.71
H -2.62 4.53 -2.14
H -1.28 5.66 -1.99
```

The value obtained for the HOMO energy is -0.5203 hartree. The HOMO-LUMO gap is 9.98 eV. Its net charge is +1. The energy relative to the best compared isomer or geometry (same formula, charge and spin) comes out at 28.9 kcal per mole. The LUMO energy is -0.15365 hartree.

=====

[9]
A structure of composition C4H6LiLuO at a distorted geometry, computed with wB97M-V/def2-TZVPD.

The geometry in XYZ format:
```
13
Properties=species:S:1:pos:R:3
C 1.66 0.34 0.69
C 0.34 -0.16 0.65
H 2.21 0.46 1.63
H 2.07 0.88 -0.17
H 0.01 -0.81 1.47
H -0.08 -0.41 -0.33
Li 2.35 -1.82 0.07
O -1.42 1.33 3.29
C -1.68 1.74 2.06
C -1.02 1.41 0.94
Lu -0.04 0.95 4.81
H -1.23 1.84 -0.04
H -2.59 2.36 1.96
```

The value obtained for the HOMO energy (alpha / beta) is -0.7011 / -0.7325 hartree. The HOMO-LUMO gap (alpha / beta) is 3.66 / 4.47 eV. The spin multiplicity is 2. Its net charge is +3. The energy relative to the best compared isomer or geometry (same formula, charge and spin) comes out at 18.0 kcal per mole. The LUMO energy (alpha / beta) is -0.56657 / -0.56842 hartree.

=====

[10]
A structure of composition C4H6LuO2 at a distorted geometry, computed with wB97M-V/def2-TZVPD.

The geometry in XYZ format:
```
13
Properties=species:S:1:pos:R:3
O 0.85 -2.87 -0.57
C 0.66 -1.50 -0.76
C 0.24 -0.66 0.25
C 0.36 0.78 0.22
C -0.78 1.76 0.45
O -2.04 1.15 0.57
Lu -2.08 -0.67 -0.16
H 1.68 -3.02 -0.10
H 1.09 -1.10 -1.69
H 0.91 1.11 -0.68
H 0.47 0.21 1.45
H -0.79 2.50 -0.38
H -0.58 2.30 1.39
```

The value obtained for the HOMO energy is -0.4261 hartree. The HOMO-LUMO gap is 5.50 eV. Its net charge is +1. The energy relative to the best compared isomer or geometry (same formula, charge and spin) comes out at 83.5 kcal per mole. The LUMO energy is -0.22402 hartree.